No. 1
This record from the OMol25 dataset describes a structure of composition C23H38BCl38CoO8. The level of theory is the ωB97M-V functional and the def2-TZVPD basis.

```
! wB97M-V def2-TZVPD RIJCOSX def2/J DEFGRID3
* xyz 1 4
Co 0.21 3.91 -0.15
O -1.08 2.63 1.07
C -0.89 1.50 0.66
O -1.47 0.38 0.99
B -0.73 -0.77 0.29
O 0.37 -0.06 -0.52
C 0.21 1.22 -0.39
O 0.89 2.12 -0.83
O -1.59 -1.41 -0.63
C -1.61 -2.69 -0.34
O -2.27 -3.56 -0.82
C -0.61 -2.89 0.78
O -0.13 -1.69 1.17
O -0.37 -3.94 1.30
C -2.99 3.08 -1.19
Cl -2.75 1.48 -1.82
Cl -1.61 4.25 -1.63
H -3.81 3.59 -1.62
H -3.05 2.98 -0.15
C -2.38 5.34 1.74
Cl -3.57 5.96 0.62
Cl -0.71 5.70 1.31
H -2.53 5.86 2.64
H -2.44 4.23 1.87
C -0.01 -3.98 -3.41
Cl 1.44 -3.30 -2.56
Cl 0.23 -4.06 -5.19
H -0.10 -5.01 -3.14
H -0.88 -3.34 -3.29
C -2.47 -6.40 2.60
Cl -2.70 -7.79 1.49
Cl -1.06 -6.70 3.63
H -2.31 -5.49 2.06
H -3.33 -6.42 3.26
C 1.49 -6.64 0.67
Cl 2.48 -6.30 -0.75
Cl 2.42 -6.97 2.12
H 1.00 -5.70 0.87
H 0.87 -7.53 0.44
C 3.74 4.20 0.88
Cl 2.16 4.02 1.79
Cl 5.12 4.09 1.90
H 3.71 3.40 0.16
H 3.64 5.17 0.41
C 4.70 1.62 -3.32
Cl 3.38 0.60 -2.81
Cl 4.82 2.94 -2.16
H 5.64 1.01 -3.23
H 4.48 2.03 -4.30
C -3.78 -5.81 -2.72
Cl -2.93 -5.37 -4.22
Cl -5.41 -5.13 -2.67
H -3.90 -6.92 -2.67
H -3.34 -5.29 -1.90
C -5.02 -2.12 -0.18
Cl -5.10 -0.37 -0.57
Cl -4.20 -2.26 1.40
H -6.02 -2.49 0.03
H -4.38 -2.65 -0.92
C -3.58 0.54 3.45
Cl -2.58 0.67 4.92
Cl -3.96 2.13 2.75
H -2.92 -0.02 2.77
H -4.52 0.03 3.75
C 0.60 7.26 -1.54
Cl 1.41 8.69 -0.88
Cl 1.52 5.75 -1.35
H -0.28 7.16 -0.92
H 0.45 7.45 -2.53
C 2.96 0.46 2.91
Cl 3.10 0.72 1.11
Cl 1.26 0.53 3.39
H 3.39 -0.51 3.11
H 3.61 1.27 3.32
C 1.33 4.97 -5.65
Cl 2.71 4.46 -4.72
Cl -0.17 4.88 -4.73
H 1.43 6.01 -5.91
H 1.17 4.35 -6.53
C -0.32 -2.99 4.25
Cl 0.28 -2.66 5.89
Cl -2.07 -2.85 4.07
H 0.06 -2.24 3.56
H -0.11 -3.98 3.88
C 0.42 3.74 6.36
Cl 0.93 4.64 4.86
Cl 1.26 2.26 6.59
H 0.77 4.28 7.26
H -0.63 3.61 6.25
C 7.59 -5.27 3.16
Cl 5.84 -5.35 3.41
Cl 7.97 -4.63 1.58
H 8.02 -4.54 3.87
H 8.03 -6.30 3.36
C -6.12 6.14 -3.54
Cl -6.19 4.38 -3.85
Cl -4.60 6.67 -2.96
H -6.54 6.63 -4.45
H -6.97 6.22 -2.83
C 4.35 -3.57 0.23
Cl 5.51 -2.27 -0.39
Cl 2.78 -3.05 0.87
H 4.28 -4.31 -0.54
H 4.81 -4.08 1.08
C 0.84 -0.09 -5.35
Cl 1.74 0.98 -6.44
Cl -0.09 0.85 -4.18
H 0.11 -0.65 -5.99
H 1.62 -0.64 -4.79
*
```

Properties
LUMO energy (spin up / spin down): -3.28 / -4.60 eV
<S²>: 3.756
E: -20395.98112 a.u.
HOMO-LUMO gap (spin up / spin down): 8.7 / 7.3 eV

---

No. 2
This record from the OMol25 dataset describes a structure of composition C19H41BrN4O7PS2. The level of theory is the ωB97M-V functional and the def2-TZVPD basis.

```
! wB97M-V def2-TZVPD RIJCOSX def2/J DEFGRID3
* xyz -1 3
N -0.16 5.97 2.72
C 0.16 7.13 1.88
S 0.52 6.73 0.16
O 1.60 7.59 -0.16
O -0.66 6.99 -0.59
N 1.08 5.23 0.04
S 0.07 4.02 0.33
O 0.29 3.02 -0.65
O -1.29 4.37 0.57
P 0.89 3.19 2.19
O 2.38 2.91 1.63
Br 0.02 1.12 2.23
H -1.03 6.15 3.20
H 0.53 5.91 3.45
H 1.00 7.67 2.25
H -0.66 7.82 1.84
H 3.01 3.16 2.32
C 2.91 -4.73 3.88
C 2.10 -3.71 4.72
C 1.38 -4.40 5.87
C 0.15 -5.20 5.44
C -0.81 -4.30 4.64
C -0.13 -3.63 3.45
N 1.14 -2.95 3.87
O 0.87 -1.82 4.42
C 0.11 -4.68 2.35
C -1.07 -2.61 2.82
C 3.15 -2.78 5.30
H 3.75 -4.24 3.39
H 3.30 -5.52 4.52
H 2.34 -5.21 3.09
H 1.06 -3.65 6.60
H 2.08 -5.05 6.39
H 0.44 -6.07 4.85
H -0.37 -5.58 6.32
H -1.66 -4.88 4.28
H -1.21 -3.53 5.31
H 0.79 -4.30 1.59
H -0.83 -4.93 1.87
H 0.51 -5.62 2.73
H -1.41 -1.86 3.54
H -1.95 -3.11 2.44
H -0.58 -2.08 2.00
H 3.65 -2.21 4.51
H 3.90 -3.37 5.82
H 2.73 -2.08 6.01
C 0.44 -0.57 -5.28
C -1.08 -0.39 -5.45
C -1.40 0.38 -6.73
C -1.11 1.88 -6.64
C -1.83 2.49 -5.43
C -1.50 1.78 -4.12
N -1.69 0.29 -4.26
O -2.93 -0.01 -4.17
C -0.06 2.15 -3.70
C -2.38 2.30 -3.01
C -1.63 -1.80 -5.59
H 0.65 -1.46 -4.69
H 0.92 -0.69 -6.25
H 0.94 0.25 -4.78
H -2.46 0.25 -6.97
H -0.84 -0.06 -7.56
H -0.03 2.05 -6.57
H -1.44 2.37 -7.55
H -1.57 3.54 -5.33
H -2.91 2.44 -5.61
H 0.29 1.50 -2.90
H -0.04 3.16 -3.32
H 0.66 2.12 -4.52
H -3.44 2.21 -3.25
H -2.17 3.36 -2.85
H -2.19 1.78 -2.07
H -1.49 -2.36 -4.67
H -1.09 -2.30 -6.39
H -2.69 -1.81 -5.84
*
```

Properties
LUMO energy (spin up / spin down): 2.16 / 2.11 eV
<S²>: 2.008
E: -5205.95234 a.u.
HOMO-LUMO gap (spin up / spin down): 7.6 / 7.6 eV

---

No. 3
This record from the OMol25 dataset describes an isolated molecule of C7H7NO3. The level of theory is the ωB97M-V functional and the def2-TZVPD basis.

```
! wB97M-V def2-TZVPD RIJCOSX def2/J DEFGRID3
* xyz 0 3
C 1.70 -1.41 0.15
C 0.10 2.00 -0.55
C 2.69 -1.97 -0.41
C 0.32 2.78 0.49
C 0.81 -0.37 0.19
C -1.30 -1.67 0.40
C -0.43 -0.59 1.02
N -0.99 2.10 -1.42
O 3.62 -2.60 -0.71
O 0.53 3.65 1.23
O 0.99 0.81 -0.53
H -1.77 -2.38 1.08
H -2.14 -1.06 -0.11
H -0.77 -2.17 -0.30
H 0.05 -1.03 1.86
H -1.04 0.42 1.12
H -1.76 1.46 -1.16
H -0.62 2.02 -2.35
*
```

Properties
LUMO energy (spin up / spin down): -0.12 / -2.46 eV
<S²>: 2.010
E: -551.14686 a.u.
HOMO-LUMO gap (spin up / spin down): 6.5 / 6.6 eV
Energy relative to the best compared isomer or geometry (same formula, charge and spin): 1.691 eV

---

No. 4
This record from the OMol25 dataset describes an isolated molecule of C2H3IN4. The level of theory is the ωB97M-V functional and the def2-TZVPD basis.

```
! wB97M-V def2-TZVPD RIJCOSX def2/J DEFGRID3
* xyz 0 1
C -0.57 -0.53 -1.34
C -0.68 -0.28 0.76
N -1.62 0.24 -1.11
N -1.70 0.32 0.25
N 0.07 -0.93 -0.22
N 1.91 -2.78 -1.81
I 1.77 -2.45 0.09
H -0.15 -0.82 -2.28
H -0.40 -0.26 1.74
H 2.66 -2.16 -2.27
*
```

Properties
LUMO energy: -2.54 eV
E: -594.54508 a.u.
HOMO-LUMO gap: 7.0 eV
Energy relative to the best compared isomer or geometry (same formula, charge and spin): 3.128 eV

---

No. 5
This record from the OMol25 dataset describes a structure of composition C34H28N3O. The level of theory is the ωB97M-V functional and the def2-TZVPD basis.

```
! wB97M-V def2-TZVPD RIJCOSX def2/J DEFGRID3
* xyz -1 1
C 4.32 3.87 -4.13
N 4.00 2.61 -3.45
C 4.98 1.56 -3.76
C 2.97 2.48 -2.54
C 1.89 1.56 -2.79
C 0.97 1.28 -1.81
C 1.19 1.66 -0.43
C 0.42 1.01 0.58
C -0.19 -0.28 0.37
C -1.18 -0.75 1.28
C -1.64 -2.06 1.32
C -2.80 -2.46 2.18
C -3.83 -1.52 2.36
C -4.93 -1.79 3.16
C -5.03 -3.02 3.81
C -4.06 -4.00 3.60
C -2.92 -3.72 2.83
C -0.98 -3.12 0.47
O -1.24 -4.32 0.64
C -0.04 -2.60 -0.58
C 0.53 -3.56 -1.55
C 0.86 -3.16 -2.87
C 1.43 -4.06 -3.78
C 1.55 -5.41 -3.44
C 1.19 -5.85 -2.16
C 0.73 -4.92 -1.22
C 0.27 -1.24 -0.61
C 2.14 2.70 -0.24
C 3.01 3.11 -1.24
H 3.62 4.67 -3.85
H 5.37 4.16 -3.88
H 4.25 3.72 -5.22
H 4.86 0.69 -3.10
H 4.89 1.22 -4.81
H 5.99 1.98 -3.65
H 1.85 1.00 -3.76
H 0.04 0.74 -2.06
H 0.63 1.25 1.66
H -1.59 -0.02 1.98
H -3.77 -0.56 1.82
H -5.69 -1.02 3.29
H -5.87 -3.23 4.47
H -4.14 -5.00 4.05
H -2.14 -4.46 2.67
H 0.59 -2.15 -3.18
H 1.75 -3.70 -4.78
H 1.91 -6.14 -4.17
H 1.24 -6.92 -1.88
H 0.43 -5.27 -0.23
H 0.99 -0.93 -1.34
H 2.14 3.25 0.73
H 3.85 3.80 -1.02
C -2.37 4.36 4.52
C -2.58 4.79 3.20
C -2.11 3.97 2.15
C -1.38 2.78 2.45
C -1.10 2.38 3.75
C -1.65 3.16 4.76
N -0.97 2.25 1.25
C -1.44 3.09 0.29
N -2.11 4.15 0.78
H -2.76 4.97 5.35
H -3.08 5.73 2.89
H -0.46 1.50 3.87
H -1.50 2.85 5.78
H -1.31 2.93 -0.78
*
```

Properties
LUMO energy: 1.94 eV
E: -1551.90780 a.u.
HOMO-LUMO gap: 6.0 eV

---

No. 6
This record from the OMol25 dataset describes the ion C5H10NO2 with charge -1. The level of theory is the ωB97M-V functional and the def2-TZVPD basis.

```
! wB97M-V def2-TZVPD RIJCOSX def2/J DEFGRID3
* xyz -1 1
C -1.23 -2.09 1.38
N -0.21 -1.70 0.40
C -0.30 -0.26 0.06
C 1.02 0.12 -0.61
C 1.08 1.52 -1.28
C 0.28 2.50 -0.40
O 0.87 3.17 0.43
O -0.96 2.47 -0.62
H -1.07 -1.94 2.51
H -2.31 -1.88 1.32
H -1.27 -3.17 1.40
H -0.39 -2.32 -0.44
H -1.22 -0.03 -0.57
H -0.40 0.41 0.99
H 1.87 0.39 0.23
H 1.39 -0.68 -1.19
H 2.19 1.87 -1.38
H 0.65 1.62 -2.23
*
```

Properties
LUMO energy: 3.61 eV
E: -401.75510 a.u.
HOMO-LUMO gap: 7.5 eV
Energy relative to the best compared isomer or geometry (same formula, charge and spin): 1.952 eV
SMILES: CNCCCC(=O)[O-]

---

No. 7
This record from the OMol25 dataset describes an isolated molecule of C21H29N5O4S. The level of theory is the ωB97M-V functional and the def2-TZVPD basis.

```
! wB97M-V def2-TZVPD RIJCOSX def2/J DEFGRID3
* xyz 0 1
C -7.05 0.44 -1.79
O -6.37 -0.46 -0.96
C -5.04 -0.26 -0.73
C -4.29 0.79 -1.25
C -2.94 0.87 -0.93
C -2.32 -0.05 -0.12
C -0.85 0.04 0.21
N -0.37 1.41 0.18
C -0.91 2.23 1.25
C 0.03 2.25 2.46
N 1.27 2.84 2.02
C 1.75 2.61 0.79
O 2.72 3.22 0.37
C 1.08 1.47 0.04
C 1.43 1.51 -1.46
C 2.69 0.71 -1.79
O 2.66 -0.34 -2.39
N 3.81 1.31 -1.37
C 5.13 0.79 -1.60
C 5.67 -0.04 -0.43
S 5.10 -1.77 -0.52
C 3.65 -1.66 0.43
N 3.49 -0.93 1.51
C 2.24 -1.23 1.97
C 1.65 -2.15 1.15
N 2.56 -2.41 0.16
C 2.38 -3.24 -1.00
C -3.08 -1.12 0.39
O -2.41 -2.01 1.18
C -3.13 -3.09 1.73
C -4.42 -1.21 0.09
H -7.03 1.46 -1.38
H -6.63 0.45 -2.80
H -8.08 0.09 -1.84
H -4.73 1.53 -1.89
H -2.35 1.68 -1.33
H -0.68 -0.44 1.19
H -0.29 -0.52 -0.54
H -1.00 3.26 0.88
H -1.90 1.86 1.51
H 0.19 1.22 2.82
H -0.39 2.84 3.28
H 1.72 3.55 2.58
H 1.53 0.57 0.49
H 0.60 1.07 -2.02
H 1.56 2.54 -1.78
H 3.71 2.14 -0.79
H 5.81 1.63 -1.78
H 5.09 0.16 -2.50
H 6.76 -0.09 -0.47
H 5.35 0.35 0.53
H 1.87 -0.77 2.86
H 0.69 -2.61 1.18
H 1.37 -3.66 -0.99
H 2.51 -2.63 -1.89
H 3.11 -4.05 -1.00
H -3.94 -2.74 2.38
H -3.54 -3.74 0.95
H -2.41 -3.65 2.32
H -5.04 -2.01 0.46
*
```

Properties
LUMO energy: 0.63 eV
E: -1790.57291 a.u.
HOMO-LUMO gap: 8.3 eV
Energy relative to the best compared isomer or geometry (same formula, charge and spin): 2.159 eV
SMILES: COc1ccc(CN2CCNC(=O)[C@@H]2CC(=O)NCCSc2nccn2C)c(OC)c1

---

No. 8
This record from the OMol25 dataset describes an isolated molecule of C5H7N3. The level of theory is the ωB97M-V functional and the def2-TZVPD basis.

```
! wB97M-V def2-TZVPD RIJCOSX def2/J DEFGRID3
* xyz 0 1
C 1.07 -1.82 0.49
C 0.53 -0.69 0.88
C -0.60 -0.12 0.05
C -1.65 0.26 1.08
N -2.26 0.48 2.06
N -0.07 1.05 -0.65
N 0.45 0.43 -1.72
C 1.77 0.58 -1.72
H 1.92 -2.24 0.92
H 0.46 -2.33 -0.31
H 0.81 -0.19 1.89
H -0.89 -0.91 -0.77
H -0.80 1.69 -0.77
H 2.33 0.17 -2.56
H 2.55 0.89 -0.86
*
```

Properties
LUMO energy: 0.54 eV
E: -358.83231 a.u.
HOMO-LUMO gap: 9.9 eV
Energy relative to the best compared isomer or geometry (same formula, charge and spin): 5.063 eV
SMILES: C=C[C@@H](C#N)NN=C

---

No. 9
This record from the OMol25 dataset describes the ion C4H9O2 with charge +1. The level of theory is the ωB97M-V functional and the def2-TZVPD basis.

```
! wB97M-V def2-TZVPD RIJCOSX def2/J DEFGRID3
* xyz 1 3
C 1.50 -0.02 -0.61
C 0.28 0.79 -0.81
C -0.32 0.48 1.49
C -1.42 -0.99 -0.11
O 1.93 0.20 0.63
O -0.78 0.30 0.21
H 1.36 -1.03 -0.88
H 2.43 0.27 -1.25
H 0.39 1.86 -0.49
H -0.34 0.74 -1.69
H -0.13 -0.25 2.20
H -0.29 1.43 2.00
H -2.50 -0.92 0.16
H -1.26 -1.15 -1.21
H -0.85 -1.71 0.35
*
```

Properties
LUMO energy (spin up / spin down): -3.02 / -6.58 eV
<S²>: 2.008
E: -307.77108 a.u.
HOMO-LUMO gap (spin up / spin down): 10.1 / 8.9 eV
Energy relative to the best compared isomer or geometry (same formula, charge and spin): 0.091 eV

---

No. 10
This record from the OMol25 dataset describes a cluster of 2 separate species, C3H5O3 in total. The level of theory is the ωB97M-V functional and the def2-TZVPD basis.

```
! wB97M-V def2-TZVPD RIJCOSX def2/J DEFGRID3
* xyz -1 1
O -1.39 -2.35 -1.40
C -0.55 -1.60 -0.96
C 0.04 -0.42 -1.68
H -0.24 -1.62 0.10
H 0.24 0.35 -0.93
H -0.61 -0.13 -2.51
H 1.01 -0.78 -2.04
O 1.60 1.04 1.81
C 0.43 1.44 1.66
O -0.15 1.89 0.64
H -0.28 1.21 2.50
*
```

Properties
LUMO energy: 3.95 eV
E: -343.07570 a.u.
HOMO-LUMO gap: 8.1 eV
Energy relative to the best compared isomer or geometry (same formula, charge and spin): 0.337 eV

---

No. 11
This record from the OMol25 dataset describes a cluster of 7 separate species, C14H32N4O18S3 in total. The level of theory is the ωB97M-V functional and the def2-TZVPD basis.

```
! wB97M-V def2-TZVPD RIJCOSX def2/J DEFGRID3
* xyz 0 1
C 21.09 1.99 -18.26
N 20.03 2.00 -19.29
O 20.12 2.84 -20.17
O 19.07 1.28 -19.11
H 20.79 2.61 -17.43
H 22.05 2.37 -18.61
H 21.27 0.97 -17.94
C 22.36 4.52 -16.14
N 22.59 4.44 -14.69
O 22.09 3.52 -14.10
O 23.24 5.32 -14.18
H 21.28 4.52 -16.27
H 22.87 3.69 -16.63
H 22.80 5.41 -16.57
O 23.99 1.66 -16.05
S 25.07 1.55 -16.97
O 25.58 0.26 -17.34
O 24.65 2.37 -18.30
C 25.83 2.99 -18.85
C 26.75 3.34 -17.66
O 26.28 2.54 -16.56
H 26.20 2.23 -19.52
H 25.48 3.85 -19.42
H 26.73 4.39 -17.39
H 27.72 2.99 -17.99
O 28.68 6.07 -20.70
S 27.84 6.69 -19.72
O 28.01 6.36 -18.34
O 27.58 8.26 -19.93
C 26.41 8.53 -20.67
C 25.84 7.15 -21.11
O 26.29 6.31 -20.05
H 25.68 9.04 -20.04
H 26.50 9.15 -21.56
H 26.23 6.77 -22.05
H 24.75 7.15 -21.12
O 28.69 0.61 -18.72
S 28.69 1.04 -20.08
O 28.86 2.41 -20.43
O 29.63 0.13 -21.03
C 28.92 -0.66 -21.97
C 27.59 0.06 -22.08
O 27.33 0.49 -20.78
H 29.51 -0.64 -22.89
H 28.83 -1.70 -21.65
H 26.74 -0.53 -22.42
H 27.68 0.93 -22.75
C 27.61 4.50 -25.15
N 26.76 3.58 -24.41
C 26.62 2.29 -25.05
C 26.38 3.78 -23.13
O 25.88 2.98 -22.37
H 27.88 5.39 -24.59
H 27.12 4.80 -26.08
H 28.50 3.95 -25.46
H 27.57 1.74 -25.08
H 25.92 1.65 -24.52
H 26.24 2.34 -26.07
H 26.80 4.74 -22.74
C 24.00 -2.79 -14.88
N 23.57 -3.57 -15.99
C 22.95 -4.84 -15.66
C 23.76 -3.19 -17.26
O 23.38 -3.78 -18.26
H 23.31 -2.58 -14.06
H 24.47 -1.86 -15.18
H 24.82 -3.33 -14.38
H 22.40 -5.20 -16.52
H 23.72 -5.60 -15.47
H 22.28 -4.78 -14.80
H 24.34 -2.25 -17.32
*
```

Properties
LUMO energy: 0.05 eV
E: -3320.26327 a.u.
HOMO-LUMO gap: 9.0 eV
SMILES: C[N+](=O)[O-].C[N+](=O)[O-].O=S1(=O)OCCO1.O=S1(=O)OCCO1.O=S1(=O)OCCO1.CN(C)C=O.CN(C)C=O

---

No. 12
This record from the OMol25 dataset describes a structure of composition C3HBr6F. The level of theory is the ωB97M-V functional and the def2-TZVPD basis.

```
! wB97M-V def2-TZVPD RIJCOSX def2/J DEFGRID3
* xyz 0 1
F 1.75 -1.56 1.41
Br 0.16 2.58 -1.74
Br -1.90 1.43 0.18
Br 2.19 0.80 2.62
Br -0.77 -0.65 2.56
Br -0.05 -1.14 -1.10
Br 2.38 0.66 -0.72
C -0.01 1.62 0.06
C 0.94 -0.36 1.57
C 0.76 0.21 0.10
H 0.38 2.23 0.86
*
```

Properties
LUMO energy: -0.56 eV
E: -15658.80418 a.u.
HOMO-LUMO gap: 9.1 eV
Energy relative to the best compared isomer or geometry (same formula, charge and spin): 0.825 eV